No. 1
The following is a quantum chemistry calculation of C42H42F3FeN6S2Sb as an isolated structure, from OMol25.

Output
**LUMO level (spin up / spin down)**: -6.657 / -6.736 eV
**HOMO (spin up / spin down)**: -0.4979 / -0.5055 Ha
**Frontier orbital gap (spin up / spin down)**: 0.2533 / 0.2579 Eh
**Molecular weight**: 929.573 Da
**Energy above the lowest of the compared OMol25 structures with the same formula, charge and spin**: 3.8 kcal per mole

The geometry in ORCA input format:
```
! wB97M-V def2-TZVPD RIJCOSX def2/J DEFGRID3
* xyz 2 5
Fe 0.7888 -0.7406 -0.3483
S -0.2418 -0.4309 1.7555
C 1.0527 -0.3984 2.8370
N 0.8560 -0.2833 4.1210
C 1.9706 -0.0959 5.0618
C 3.1398 -0.9193 4.6416
N 3.4533 -0.6705 3.2228
C 4.9119 -0.6576 2.9278
C 5.5495 0.5350 3.5924
C 6.5288 0.3615 4.5612
C 7.1169 1.4681 5.1629
C 6.7175 2.7456 4.8033
C 5.7362 2.9231 3.8333
C 5.1553 1.8207 3.2282
C 2.5196 -0.5133 2.3343
S 2.8581 -0.5058 0.6707
C -0.4879 -0.3090 4.7645
C -0.6715 -1.6120 5.4941
C -0.6649 -1.6541 6.8819
C -0.8038 -2.8685 7.5439
C -0.9413 -4.0403 6.8165
C -0.9553 -4.0009 5.4258
C -0.8219 -2.7915 4.7646
H 1.6331 -0.4072 6.0479
H 2.2220 0.9671 5.0941
H 2.9494 -1.9873 4.7691
H 4.0140 -0.6457 5.2280
H 5.0441 -0.6413 1.8510
H 5.3275 -1.5900 3.3121
H 6.8476 -0.6371 4.8386
H 7.8879 1.3292 5.9086
H 7.1737 3.6064 5.2730
H 5.4359 3.9209 3.5429
H 4.4046 1.9626 2.4568
H -1.2373 -0.1732 3.9936
H -0.5306 0.5413 5.4455
H -0.5753 -0.7361 7.4527
H -0.8091 -2.8955 8.6251
H -1.0479 -4.9854 7.3317
H -1.0797 -4.9146 4.8599
H -0.8608 -2.7603 3.6787
C 1.3337 -0.4285 -3.0396
N 1.5158 0.2365 -4.3013
C 2.4924 1.3198 -4.1368
N 2.0418 2.2921 -3.1373
C 1.8770 1.6340 -1.8671
N 0.8611 0.5184 -1.9461
C -0.4319 1.1240 -2.4398
N -0.2570 1.7803 -3.7089
C 0.2255 0.8168 -4.7045
C 0.7480 2.8404 -3.5677
H 2.2794 -0.8772 -2.7161
H 0.5785 -1.2062 -3.1556
H 2.6295 1.8248 -5.0912
H 3.4478 0.8963 -3.8229
H 1.5236 2.3524 -1.1250
H 2.8258 1.2147 -1.5356
H -0.7725 1.8452 -1.6950
H -1.1670 0.3210 -2.5317
H 0.3507 1.3267 -5.6582
H -0.5067 0.0163 -4.8246
H 0.4036 3.5733 -2.8374
H 0.8767 3.3359 -4.5284
F 2.9442 -8.5420 -1.8239
C 2.3242 -7.3914 -1.5621
C 3.0810 -6.3050 -1.1690
C 2.4278 -5.1107 -0.8984
C 1.0430 -5.0265 -1.0239
C 0.3038 -6.1402 -1.4283
C 0.9476 -7.3359 -1.6979
Sb 0.0154 -3.2456 -0.7051
C -1.4175 -3.8391 0.7125
C -1.2020 -4.9981 1.4568
C -2.0796 -5.3565 2.4720
C -3.1604 -4.5381 2.7312
F -3.9999 -4.8719 3.7139
C -3.4023 -3.3797 2.0158
C -2.5141 -3.0291 1.0113
C -1.0579 -3.1316 -2.5313
C -0.4486 -3.6057 -3.6947
C -1.0735 -3.4680 -4.9260
C -2.3116 -2.8553 -4.9726
F -2.9143 -2.7163 -6.1551
C -2.9465 -2.3773 -3.8424
C -2.3068 -2.5163 -2.6173
H 4.1543 -6.4029 -1.0832
H 3.0110 -4.2516 -0.5888
H -0.7729 -6.0840 -1.5369
H 0.4042 -8.2164 -2.0123
H -0.3585 -5.6421 1.2442
H -1.9387 -6.2566 3.0554
H -4.2674 -2.7749 2.2512
H -2.6911 -2.1048 0.4734
H 0.5242 -4.0828 -3.6558
H -0.6187 -3.8273 -5.8393
H -3.9202 -1.9144 -3.9300
H -2.8046 -2.1358 -1.7342
*
```

No. 2
The following is a quantum chemistry calculation of C42H42GeN5Si2Ti as an isolated structure in a non-equilibrium geometry, from OMol25.

Output
**LUMO level**: -4.072 eV
**HOMO**: -0.3559 Ha
**Frontier orbital gap**: 0.2063 Eh
**Molecular weight**: 793.482 Da
**Energy above the lowest of the compared OMol25 structures with the same formula, charge and spin**: 0.0 kcal per mole

The geometry in ORCA input format:
```
! wB97M-V def2-TZVPD RIJCOSX def2/J DEFGRID3
* xyz 1 1
Ti 0.2345 -0.2446 0.6080
N 0.3090 -1.4343 4.9244
C 0.0637 -1.4821 3.6185
N 0.2261 -0.4753 2.8069
C 0.6405 0.7631 3.3427
N 0.6618 1.8160 2.5979
N 0.3826 1.5733 1.2906
C -0.1125 2.5134 0.5247
C -0.3312 2.1333 -0.8247
C -0.6995 3.0284 -1.8438
C -0.8153 2.5780 -3.1282
C -0.5608 1.2198 -3.3883
C -0.2514 0.3818 -2.3552
N -0.1304 0.8038 -1.0747
C 1.0030 0.8502 4.7455
C 1.5371 2.0017 5.3198
C 1.8858 2.0047 6.6553
C 1.7007 0.8660 7.4353
C 1.1699 -0.2844 6.8809
C 0.8293 -0.2870 5.5364
H 0.1540 -2.2532 5.4912
H -0.2925 -2.4265 3.2213
H -0.3281 3.5057 0.9033
H -0.8701 4.0641 -1.5820
H -1.0893 3.2444 -3.9335
H -0.6223 0.8326 -4.3951
H -0.0813 -0.6761 -2.5116
H 1.6632 2.8800 4.7025
H 2.3103 2.8953 7.0976
H 1.9712 0.8744 8.4822
H 1.0258 -1.1779 7.4762
C -3.0663 -1.3110 -1.3160
Si -2.1374 -1.0051 0.3102
C -3.1005 0.2675 1.3591
C -1.8959 -2.6774 1.1993
C -2.9351 -3.2398 1.9453
C -2.7887 -4.4632 2.5831
C -1.5846 -5.1464 2.4870
C -0.5317 -4.5871 1.7754
C -0.6584 -3.3565 1.1228
Si 0.8774 -2.7029 0.1392
C 2.4103 -3.5762 0.8726
C 0.6529 -3.4676 -1.5992
H -3.1354 -0.4017 -1.9180
H -4.0839 -1.6502 -1.1110
H -2.5760 -2.0782 -1.9177
H -4.1512 0.0048 1.4973
H -3.0689 1.2391 0.8580
H -2.6491 0.3934 2.3462
H -3.8836 -2.7172 2.0193
H -3.6108 -4.8809 3.1505
H -1.4661 -6.1135 2.9594
H 0.4086 -5.1259 1.7297
H 2.4542 -4.6142 0.5348
H 2.4170 -3.5808 1.9659
H 3.3253 -3.0902 0.5352
H 1.6205 -3.6517 -2.0637
H 0.0663 -2.8335 -2.2673
H 0.1277 -4.4212 -1.5159
C 5.1007 -2.8201 -3.0194
C 5.5968 -2.3641 -1.8067
C 4.8631 -1.4614 -1.0499
C 3.6238 -1.0056 -1.4924
C 3.1359 -1.4731 -2.7117
C 3.8705 -2.3686 -3.4753
Ge 2.5940 0.2878 -0.3977
C 3.6204 0.4594 1.3001
C 4.4480 1.5536 1.5499
C 5.1109 1.6815 2.7631
C 4.9675 0.7106 3.7436
C 4.1735 -0.3994 3.4979
C 3.5007 -0.5154 2.2892
C 2.7762 2.0071 -1.3740
C 3.0646 2.0041 -2.7391
C 3.2162 3.1925 -3.4388
C 3.0875 4.4082 -2.7817
C 2.8025 4.4277 -1.4240
C 2.6337 3.2380 -0.7292
H 5.6748 -3.5199 -3.6125
H 6.5586 -2.7102 -1.4498
H 5.2586 -1.0999 -0.1067
H 2.1720 -1.1295 -3.0725
H 3.4820 -2.7162 -4.4247
H 4.5822 2.3035 0.7797
H 5.7473 2.5392 2.9417
H 5.4835 0.8082 4.6903
H 4.0800 -1.1732 4.2522
H 2.9070 -1.3999 2.0918
H 3.2029 1.0601 -3.2510
H 3.4481 3.1680 -4.4962
H 3.2236 5.3354 -3.3229
H 2.7278 5.3738 -0.9016
H 2.4177 3.2725 0.3336
*
```

no.,total energy (eV)
1,-123910.880
2,-147068.095